Density functional theory data (wB97M-V/def2-TZVPD) for a structure of composition C25H31BrIrN4PS3.

Structure (ORCA input):
```
! wB97M-V def2-TZVPD RIJCOSX def2/J DEFGRID3
* xyz 2 1
Ir 0.2751 -0.7376 0.2486
Br -1.3134 1.1068 -0.8599
C -1.1529 -0.1796 -2.2570
C -1.7651 -0.0170 -3.4703
C -1.5530 -1.0324 -4.4005
C -0.7552 -2.1049 -4.0548
C -0.1825 -2.1619 -2.7925
N -0.3879 -1.2041 -1.8721
H -2.3701 0.8504 -3.6880
H -2.0074 -0.9696 -5.3798
H -0.5663 -2.9095 -4.7517
H 0.4480 -2.9750 -2.4738
C 3.8461 3.1440 1.7128
N 3.1223 2.3684 0.6600
C 3.7268 1.0170 0.5053
C 1.6009 2.3280 0.8415
C 1.1772 1.5643 2.0640
C 1.2679 2.2462 3.2813
C 1.0992 1.5937 4.4875
C 0.8617 0.2265 4.4706
C 0.6971 -0.4350 3.2641
C 0.7775 0.2087 2.0240
H 4.8917 3.2129 1.4237
H 3.7555 2.6199 2.6585
H 3.4130 4.1381 1.7848
H 3.2741 2.8675 -0.2181
H 3.5842 0.4670 1.4321
H 4.7850 1.1333 0.2884
H 3.2315 0.4928 -0.3129
H 1.2295 1.8951 -0.0848
H 1.2971 3.3745 0.8872
H 1.4794 3.3089 3.2772
H 1.1721 2.1352 5.4196
H 0.7819 -0.3234 5.3988
H 0.4977 -1.4969 3.2950
C -1.1849 -3.3113 1.7905
P -1.5530 -1.6740 1.1273
C -2.4411 -0.7530 2.3989
C -2.8419 -1.9983 -0.1018
H -2.0971 -3.7797 2.1648
H -0.4630 -3.2512 2.5962
H -0.7719 -3.9308 0.9933
H -3.4016 -1.2403 2.5714
H -2.6214 0.2672 2.0598
H -1.8793 -0.7193 3.3277
H -3.6332 -2.5634 0.3944
H -2.4521 -2.5960 -0.9253
H -3.2714 -1.0737 -0.4858
S 1.9328 -7.7988 0.1174
C 1.8397 -6.1810 -0.0345
S 2.3340 -5.0300 1.2048
C 1.8272 -3.7197 0.1792
N 1.3162 -4.0796 -0.9356
N 1.3144 -5.4366 -1.0612
C 0.7333 -5.9707 -2.2501
C -0.6032 -5.7054 -2.5159
C -1.1765 -6.1939 -3.6793
C -0.4164 -6.9501 -4.5623
C 0.9173 -7.2133 -4.2785
C 1.5007 -6.7239 -3.1211
S 1.9841 -2.0776 0.7948
H -1.1935 -5.1410 -1.8002
H -2.2221 -6.0076 -3.8860
H -0.8648 -7.3439 -5.4633
H 1.5073 -7.8083 -4.9613
H 2.5374 -6.9338 -2.8874
*
```

- Energy relative to the best compared isomer or geometry (same formula, charge and spin): 63.1 kJ/mol
- LUMO energy: -6.72 eV
- Total energy: -5404.0333 hartree
- HOMO energy: -12.4 eV

These are the natural (NBO) partial charges, in e, on atoms 1 to 2: 0.350, 0.215

---

Density functional theory data (wB97M-V/def2-TZVPD) for a cluster of 4 separate species, C18H22O3P2 in total.

Structure (ORCA input):
```
! wB97M-V def2-TZVPD RIJCOSX def2/J DEFGRID3
* xyz 0 1
O 1.5306 -8.1926 1.9547
P 1.4315 -8.3596 0.5022
O 1.8467 -9.8292 0.0113
O -0.0438 -8.1512 -0.1055
P 2.7284 -6.9751 -0.5533
H 1.4895 -10.0402 -0.8575
H -0.7194 -8.3513 0.5541
H 1.7509 -5.9590 -0.5165
H 2.3489 -7.4022 -1.8472
C -0.4509 -2.7715 3.1193
C 0.1221 -4.0297 2.9956
C 0.1777 -4.6460 1.7530
C -0.3424 -4.0071 0.6358
C -0.9152 -2.7483 0.7595
C -0.9688 -2.1308 2.0015
H -0.4935 -2.2889 4.0876
H 0.5280 -4.5318 3.8644
H 0.6178 -5.6320 1.6660
H -0.3084 -4.4922 -0.3325
H -1.3234 -2.2489 -0.1107
H -1.4170 -1.1498 2.0972
C -1.0569 3.1769 2.0206
C -0.4844 1.9181 1.8959
C -0.4257 1.3021 0.6534
C -0.9392 1.9446 -0.4654
C -1.5114 3.2033 -0.3412
C -1.5702 3.8187 0.9019
H -1.1009 3.6584 2.9892
H -0.0819 1.4163 2.7671
H 0.0217 0.3208 0.5584
H -0.8931 1.4640 -1.4347
H -1.9071 3.7086 -1.2133
H -2.0141 4.8019 0.9965
C 0.1393 7.6003 -1.3872
C 0.1856 8.3106 -2.5791
C 0.4111 7.6443 -3.7758
C 0.5899 6.2675 -3.7809
C 0.5431 5.5574 -2.5891
C 0.3180 6.2237 -1.3923
H -0.0370 8.1198 -0.4537
H 0.0462 9.3842 -2.5756
H 0.4476 8.1983 -4.7051
H 0.7666 5.7483 -4.7144
H 0.6827 4.4834 -2.5893
H 0.2807 5.6661 -0.4651
*
```

- Energy relative to the best compared isomer or geometry (same formula, charge and spin): 0.0 kJ/mol
- SMILES string: O=P(O)(O)P.c1ccccc1.c1ccccc1.c1ccccc1
- LUMO energy: 0.35 eV
- Total energy: -1607.5951 hartree
- HOMO energy: -9.3 eV

These are the natural (NBO) partial charges, in e, on atoms 1 to 2: -1.085, 2.080

---

> Which formula does entry 1 have?

C25H31BrIrN4PS3

---

> Among the records above, which one has the lowest HOMO energy?

C25H31BrIrN4PS3

---

Copy entry 2 word for word.
Density functional theory data (wB97M-V/def2-TZVPD) for a cluster of 4 separate species, C18H22O3P2 in total.

Structure (ORCA input):
```
! wB97M-V def2-TZVPD RIJCOSX def2/J DEFGRID3
* xyz 0 1
O 1.5306 -8.1926 1.9547
P 1.4315 -8.3596 0.5022
O 1.8467 -9.8292 0.0113
O -0.0438 -8.1512 -0.1055
P 2.7284 -6.9751 -0.5533
H 1.4895 -10.0402 -0.8575
H -0.7194 -8.3513 0.5541
H 1.7509 -5.9590 -0.5165
H 2.3489 -7.4022 -1.8472
C -0.4509 -2.7715 3.1193
C 0.1221 -4.0297 2.9956
C 0.1777 -4.6460 1.7530
C -0.3424 -4.0071 0.6358
C -0.9152 -2.7483 0.7595
C -0.9688 -2.1308 2.0015
H -0.4935 -2.2889 4.0876
H 0.5280 -4.5318 3.8644
H 0.6178 -5.6320 1.6660
H -0.3084 -4.4922 -0.3325
H -1.3234 -2.2489 -0.1107
H -1.4170 -1.1498 2.0972
C -1.0569 3.1769 2.0206
C -0.4844 1.9181 1.8959
C -0.4257 1.3021 0.6534
C -0.9392 1.9446 -0.4654
C -1.5114 3.2033 -0.3412
C -1.5702 3.8187 0.9019
H -1.1009 3.6584 2.9892
H -0.0819 1.4163 2.7671
H 0.0217 0.3208 0.5584
H -0.8931 1.4640 -1.4347
H -1.9071 3.7086 -1.2133
H -2.0141 4.8019 0.9965
C 0.1393 7.6003 -1.3872
C 0.1856 8.3106 -2.5791
C 0.4111 7.6443 -3.7758
C 0.5899 6.2675 -3.7809
C 0.5431 5.5574 -2.5891
C 0.3180 6.2237 -1.3923
H -0.0370 8.1198 -0.4537
H 0.0462 9.3842 -2.5756
H 0.4476 8.1983 -4.7051
H 0.7666 5.7483 -4.7144
H 0.6827 4.4834 -2.5893
H 0.2807 5.6661 -0.4651
*
```

- Energy relative to the best compared isomer or geometry (same formula, charge and spin): 0.0 kJ/mol
- SMILES string: O=P(O)(O)P.c1ccccc1.c1ccccc1.c1ccccc1
- LUMO energy: 0.35 eV
- Total energy: -1607.5951 hartree
- HOMO energy: -9.3 eV

These are the natural (NBO) partial charges, in e, on atoms 1 to 2: -1.085, 2.080

---

> Which value of total energy does entry 2 give?

-1607.5951 hartree